one) Molecular formula: C5H13N2O
Method: DFT, wB97M-V/def2-TZVPD

Cartesian coordinates (Å):
O -1.18484 -2.78303 -0.22070
N 0.78834 -0.98872 0.50019
N 1.38808 2.74217 1.19500
C -0.05072 -0.71862 -0.72255
C 0.52631 2.30584 0.21121
C -1.10084 0.28881 -0.26563
C -0.50836 -2.06722 -1.23146
C -0.45104 1.41800 0.53387
H -1.22999 -2.02240 -2.06479
H 1.76108 -1.27764 0.33447
H 0.85120 2.42113 -0.83099
H 0.96479 -0.04926 0.95967
H -1.24621 -3.73185 -0.33650
H -1.87293 -0.10445 0.41905
H -1.63828 0.76154 -1.11989
H -0.99105 1.64647 1.46377
H 0.52190 -0.15421 -1.47959
H 0.38286 -2.54187 -1.62283
H 0.39776 -1.62929 1.21615
H 1.76970 3.66706 0.95582
H 0.92225 2.81754 2.10573

For the LUMO energy, the calculation gives -3.11 eV. Its SMILES is N/C=C/C[C@@H]([NH3+])CO. The net charge is +1. The value obtained for the HOMO energy is -12.127 eV.

These are the Mulliken partial charges, in e, on atoms 1 to 6: atom 1 (O): -0.53, atom 2 (N): -0.28, atom 3 (N): -0.41, atom 4 (C): 0.09, atom 5 (C): -0.12, atom 6 (C): -0.71

two) Molecular formula: C5H13N2O
Method: DFT, wB97M-V/def2-TZVPD

Cartesian coordinates (Å):
O 2.78842 0.19980 -0.64063
N -0.46461 0.25561 0.10217
N 0.59011 -0.64018 0.54242
C -0.35728 1.57965 0.84074
C 0.64661 -1.91662 -0.20658
C -0.32458 0.57980 -1.31917
C -1.68777 -0.30181 0.43551
C 2.27649 0.26932 0.41871
H 2.54787 0.62276 1.54053
H -0.25700 1.41412 1.86921
H -1.04670 1.30002 -1.55250
H 1.46000 -2.60683 0.09096
H -1.30949 2.05487 0.68782
H 0.83730 -1.64354 -1.30036
H 0.68937 0.83279 -1.70836
H -1.71435 -1.32614 0.25224
H -1.65970 -0.21903 1.45243
H 0.47057 2.16791 0.56747
H -0.28632 -2.40564 -0.05338
H -2.61469 0.04129 -0.04317
H -0.58425 -0.25814 -1.97607

For the LUMO energy, the calculation gives -3.88 eV. The net charge is +1. The value obtained for the HOMO energy is -13.695 eV.

These are the Mulliken partial charges, in e, on atoms 1 to 6: atom 1 (O): -0.30, atom 2 (N): 0.26, atom 3 (N): -0.71, atom 4 (C): -0.99, atom 5 (C): -0.75, atom 6 (C): -1.01

Which structure is most stable? one), by 75.3 kcal/mol over the runner-up.

one) Molecular formula: C5H13N2O
Method: DFT, wB97M-V/def2-TZVPD

Cartesian coordinates (Å):
O 2.39763 0.73972 -0.39206
N -0.42416 -1.68993 1.53497
N -0.95317 -1.35566 -0.71689
C 1.49578 1.35128 0.43609
C -0.21285 -1.82932 0.23061
C -0.65873 -1.62736 -2.13151
C 0.32739 1.78568 0.00155
C -0.73658 2.32090 0.91906
H 0.66323 -2.42838 0.00432
H -1.53884 -2.01398 -2.63337
H -0.35277 -0.70190 -2.60975
H 0.09386 1.84665 -1.05677
H 1.83894 1.46650 1.45786
H -1.56963 1.61946 1.03597
H 0.13228 -2.36641 -2.16262
H 0.18358 -2.17049 2.17373
H 3.31314 0.87966 -0.08247
H -1.70378 -0.73649 -0.43475
H -1.16544 3.26483 0.59085
H -0.82356 -0.84665 1.92580
H -0.30631 2.49192 1.90937

For the LUMO energy, the calculation gives -3.43 eV. The net charge is +1. The value obtained for the HOMO energy is -12.246 eV.

These are the Mulliken partial charges, in e, on atoms 1 to 6: atom 1 (O): -0.50, atom 2 (N): -0.33, atom 3 (N): -0.05, atom 4 (C): -0.31, atom 5 (C): 0.14, atom 6 (C): -0.72

two) Molecular formula: C5H13N2O
Method: DFT, wB97M-V/def2-TZVPD

Cartesian coordinates (Å):
O -0.17680 -1.29764 2.83339
N 1.77310 -0.40052 -1.06638
N -0.48128 -0.75931 -0.13719
C -1.38395 1.52701 -0.41371
C 0.45981 -1.59768 -0.48931
C -0.69298 -0.19403 2.39648
C 0.99389 0.82473 -1.07036
C -0.52100 0.40092 -0.95513
H -1.74978 -0.07464 2.21219
H 1.24750 1.43080 -0.20185
H 1.14184 1.40934 -1.97659
H -0.79833 -2.04228 2.90509
H 2.07104 -0.69409 -1.99239
H 2.56477 -0.39559 -0.43059
H -0.87942 0.13035 -1.96181
H -2.42559 1.22226 -0.37345
H 0.86730 -2.23110 0.29380
H -0.01587 0.64336 2.36419
H 0.36703 -2.10654 -1.45342
H -1.06092 1.81308 0.58435
H -1.30035 2.39156 -1.06731

For the LUMO energy (spin up / spin down), the calculation gives -4.68 / -4.68 eV. The net charge is +1. The value obtained for the HOMO energy (spin up / spin down) is -12.082 / -12.082 eV.

These are the Mulliken partial charges, in e, on atoms 1 to 6: atom 1 (O): -0.33, atom 2 (N): -0.31, atom 3 (N): -0.35, atom 4 (C): -1.46, atom 5 (C): -0.41, atom 6 (C): -0.08

three) Molecular formula: C5H13N2O
Method: DFT, wB97M-V/def2-TZVPD

Cartesian coordinates (Å):
O -2.11179 -0.05180 -1.84979
N -1.86088 0.61777 0.44634
N 0.16343 -0.85570 -1.11843
C -2.42884 -0.47182 1.32880
C 0.48273 -0.54707 0.13942
C -2.19019 0.75177 -0.95562
C 0.47865 -1.44897 1.32793
C 1.34853 0.74211 0.30625
H -2.05335 -0.22870 2.35056
H -2.09132 1.81034 -1.15619
H 1.59746 0.98528 -0.76139
H 0.68928 1.45283 0.78896
H -0.13961 -0.27078 -1.94071
H 0.90521 -0.78174 2.08568
H -0.39423 -1.72470 -1.02530
H -0.42670 -2.01803 1.48621
H 2.29204 0.72995 0.99755
H -1.80369 1.59053 0.93547
H 1.26698 -2.20375 1.11822
H -2.48668 -1.61932 0.93075
H -3.45869 -0.16890 1.34528

For the LUMO energy, the calculation gives -4.17 eV. The net charge is +1. The value obtained for the HOMO energy is -14.082 eV.

These are the Mulliken partial charges, in e, on atoms 1 to 6: atom 1 (O): -0.54, atom 2 (N): -0.19, atom 3 (N): -0.32, atom 4 (C): -0.92, atom 5 (C): 0.93, atom 6 (C): -0.01

Which structure is most stable? one), by 38.2 kcal/mol over the runner-up.